Entry 1:
{"formula": "C6H14N2O", "method": "ωB97M-V with the def2-TZVPD basis set", "species": ["C", "C", "C", "N", "C", "C", "C", "N", "O", "H", "H", "H", "H", "H", "H", "H", "H", "H", "H", "H", "H", "H", "H"], "coordinates": [[-2.14614, -1.08029, -1.15297], [-2.44756, -0.55382, 0.24065], [-1.13429, -0.57056, 1.10380], [-0.23713, 0.38956, 0.50236], [1.20725, 0.21854, 0.69412], [1.77944, -0.79449, -0.34890], [3.34806, -0.69642, -0.27646], [-0.75709, 1.47399, -0.05491], [0.05896, 2.19031, -0.60313], [-3.17258, -1.44468, -1.54272], [-1.29992, -1.88053, -0.96596], [-1.75458, -0.28403, -1.83276], [-2.89693, 0.37207, 0.26245], [-3.16486, -1.20473, 0.78883], [-0.63563, -1.57976, 1.04948], [-1.40047, -0.27912, 2.09287], [1.62158, 1.22486, 0.55408], [1.41324, -0.08514, 1.81631], [1.36063, -1.94799, 0.05545], [1.34671, -0.50496, -1.41748], [3.82260, -1.08743, -1.21056], [3.69948, -1.31553, 0.57015], [3.90804, 0.31206, -0.08871]], "smiles": "CCCN(CCC)N=O", "homo_lumo_gap_ev": 9.9, "lumo_energy_ev": 0.894, "charge": 0, "multiplicity": 1}



Entry 2:
{"formula": "C5H12N2O", "method": "ωB97M-V with the def2-TZVPD basis set", "species": ["H", "N", "C", "N", "O", "H", "H", "H", "C", "C", "C", "C", "H", "H", "H", "H", "H", "H", "H", "H"], "coordinates": [[0.84885, 0.57246, 1.80996], [0.78887, 0.05601, 0.94148], [1.87053, -0.16443, 0.32052], [1.88883, -0.77145, -0.89046], [3.10191, 0.22626, 0.73936], [2.78931, -1.09506, -1.20781], [1.06147, -1.32764, -1.07891], [3.03774, 0.73439, 1.55726], [-1.76849, 0.77811, 1.14134], [-1.12637, 0.26380, 0.08906], [-0.82772, 1.09970, -1.12524], [-1.26856, -1.30686, -0.24310], [-2.02594, 0.17616, 1.99820], [-2.06606, 1.81525, 1.16831], [-1.66845, 1.05563, -1.81456], [0.05848, 0.73582, -1.63624], [-0.67504, 2.13994, -0.84522], [-0.84748, -1.85297, 0.59556], [-2.33659, -1.52190, -0.32208], [-0.83528, -1.61323, -1.19743]], "smiles": "[H]/N=C(/N)O.C=C(C)C", "homo_lumo_gap_ev": 7.7, "lumo_energy_ev": 0.550, "charge": 0, "multiplicity": 1}



For each record above, in turn, the calculated ΔE to the lowest compared entry with this formula, charge and spin values are 450.6; 276.4 kJ/mol.